Version one
The following is a quantum chemistry calculation of an isolated molecule of H4S2, from OMol25.

Each line ends with the Löwdin charge.
CARTESIAN COORDINATES (ANGSTROEM)
S  0.7704  -0.5982  -0.5492  0.447
S  -0.0292  1.0469  -0.1597  0.131
H  -0.3059  -1.2942  -0.1498  -0.086
H  -0.7444  0.9726  0.9727  -0.143
H  -0.8700  0.2398  -0.8245  -0.245
H  1.1792  -0.3668  0.7105  -0.103

Summary:
spin multiplicity: 1

***

Version two
The following is a quantum chemistry calculation of a cluster of 2 separate species, H4S2 in total, from OMol25.

Each line ends with the Löwdin charge.
CARTESIAN COORDINATES (ANGSTROEM)
S  -0.7488  -0.4516  2.0028  0.467
S  0.8740  0.5619  -1.9049  0.462
H  2.0331  0.5357  -2.5606  -0.236
H  -1.3479  -1.6436  1.9873  -0.229
H  0.2057  0.1107  -2.9731  -0.229
H  -1.7917  0.3165  1.7211  -0.236

Summary:
spin multiplicity: 1
SMILES: S.S

***

What is the stability order? It is version two, version one, from most stable to least stable.

***

Version one
The following is a quantum chemistry calculation of a cluster of 2 separate species, C2H8O in total, from OMol25.

Each line ends with the Löwdin charge.
CARTESIAN COORDINATES (ANGSTROEM)
O  3.4287  0.0821  0.9743  -0.122
C  3.9623  0.6100  -0.2636  -0.142
C  -6.7339  -0.7009  -0.5928  -0.066
H  -7.3421  -1.4114  -1.3253  0.063
H  3.6348  1.6298  -0.4778  0.079
H  3.7343  -0.1558  -0.9856  0.068
H  -6.6306  0.2185  -1.1707  0.002
H  -5.7418  -1.1584  -0.2856  0.039
H  3.8113  0.6526  1.6040  0.036
H  5.0620  0.4821  -0.1933  0.081
H  -7.3281  -0.3684  0.1780  -0.038

Summary:
spin multiplicity: 1
SMILES: CO.C

***

Version two
The following is a quantum chemistry calculation of a cluster of 2 separate species, C2H8O in total, from OMol25.

Each line ends with the Löwdin charge.
CARTESIAN COORDINATES (ANGSTROEM)
O  -2.1665  1.6396  -0.4557  -0.128
C  3.3152  -1.2840  1.4739  -0.053
C  -2.7991  0.7292  -1.3871  -0.152
H  -2.6963  2.4344  -0.5701  0.063
H  -3.7843  1.1263  -1.6512  0.074
H  3.1104  -0.2422  1.7252  0.014
H  4.0315  -1.2537  0.6513  0.013
H  -2.2571  0.6321  -2.3299  0.071
H  3.8173  -1.7969  2.2894  0.012
H  -2.9411  -0.2505  -0.9373  0.072
H  2.3697  -1.7343  1.1913  0.013

Summary:
spin multiplicity: 1
SMILES: CO.C

***

What is the stability order? It is version two, version one, from most stable to least stable.